Computed, not measured: C3H2O3S2 in the gas phase, with ωB97M-V/def2-TZVPD.

Output
Energy above the lowest of the compared OMol25 structures with the same formula, charge and spin ... 360.02 kJ/mol

XYZ file:
```
10
C3H2O3S2 (ωB97M-V/def2-TZVPD)
C -2.072 -0.940 -0.985
C -1.014 -0.522 -0.566
C 0.110 0.246 0.031
O -0.529 1.289 1.010
O 0.834 0.877 -0.914
S 2.518 0.973 -0.464
S 2.312 -0.867 0.302
O 0.811 -0.583 0.904
H -2.800 -1.643 -1.252
H -0.169 1.172 1.932
```

Here are the Löwdin charges for atoms 1 to 6, given in e: atom 1 (C): 0.165, atom 2 (C): 0.008, atom 3 (C): -0.744, atom 4 (O): -0.025, atom 5 (O): -0.398, atom 6 (S): 0.669


Computed, not measured: a molecular structure, C25H33N6S2Si2Tc, with ωB97M-V/def2-TZVPD.

Output
Net charge ... +1
Spin multiplicity ... 2

XYZ file:
```
69
C25H33N6S2Si2Tc (ωB97M-V/def2-TZVPD)
Tc -0.464 -0.571 0.890
C 1.766 -1.972 3.622
Si 1.705 -0.506 2.423
C 1.757 1.046 3.536
C 3.352 -0.504 1.502
C 4.568 -0.477 2.185
C 5.769 -0.480 1.495
C 5.769 -0.508 0.105
C 4.565 -0.536 -0.580
C 3.353 -0.536 0.114
Si 1.730 -0.577 -0.829
C 1.771 0.925 -1.991
C 1.763 -2.093 -1.967
H 2.677 -1.926 4.222
H 1.759 -2.926 3.094
H 0.914 -1.966 4.305
H 2.703 1.020 4.080
H 0.963 1.076 4.286
H 1.743 1.978 2.965
H 4.581 -0.455 3.270
H 6.707 -0.462 2.035
H 6.705 -0.511 -0.439
H 4.574 -0.553 -1.666
H 2.662 0.832 -2.616
H 1.849 1.863 -1.446
H 0.908 0.981 -2.661
H 2.683 -2.051 -2.553
H 0.924 -2.124 -2.667
H 1.772 -3.025 -1.400
N -1.105 0.933 2.488
C -2.515 1.347 2.346
C -3.399 0.128 2.183
N -2.992 -0.598 0.974
H -0.988 0.476 3.388
H -0.514 1.758 2.501
H -2.600 1.984 1.465
H -2.840 1.928 3.212
H -4.443 0.449 2.157
H -3.278 -0.540 3.037
H -3.368 -0.156 0.142
H -3.331 -1.555 0.993
N -1.988 1.003 -2.662
C -2.077 2.402 -2.714
C -2.729 3.020 -3.773
C -2.822 4.401 -3.827
C -2.272 5.180 -2.823
C -1.623 4.570 -1.760
C -1.526 3.190 -1.712
S -0.625 2.457 -0.383
N -0.889 0.786 -0.581
C -1.436 0.265 -1.659
C -1.463 -1.176 -1.726
C -2.063 -1.917 -2.753
C -2.057 -3.289 -2.705
C -1.423 -3.926 -1.637
C -0.831 -3.153 -0.668
N -0.856 -1.812 -0.682
H -2.350 0.505 -3.456
H -3.161 2.411 -4.560
H -3.328 4.869 -4.661
H -2.339 6.258 -2.866
H -1.176 5.158 -0.967
H -2.532 -1.414 -3.587
H -2.534 -3.870 -3.482
H -1.397 -5.003 -1.565
H -0.308 -3.598 0.169
S -2.210 -3.718 3.791
C -1.378 -2.730 2.866
N -0.762 -1.984 2.185
```

Here are the Löwdin charges for atoms 1 to 6, given in e: atom 1 (Tc): 1.071, atom 2 (C): -0.213, atom 3 (Si): 0.603, atom 4 (C): -0.214, atom 5 (C): -0.329, atom 6 (C): -0.093


Computed, not measured: 2 unconnected molecules or ions with the total composition C2H9N2O, with ωB97M-V/def2-TZVPD.

Output
Net charge ... -1
Energy above the lowest of the compared OMol25 structures with the same formula, charge and spin ... 71.05 kJ/mol

XYZ file:
```
14
C2H9N2O (ωB97M-V/def2-TZVPD)
C 2.210 -1.019 -0.308
O 1.243 -1.608 -1.083
H 2.818 -0.151 -0.654
H 2.935 -1.840 -0.082
H 1.867 -0.649 0.699
N -1.200 -0.354 -0.629
C -0.889 0.936 -0.006
N -1.888 1.429 0.913
H -1.445 -0.987 0.126
H -0.267 -0.733 -0.957
H -0.781 1.630 -0.850
H 0.097 1.018 0.466
H -1.857 0.899 1.774
H -2.844 1.427 0.590
```

Here are the Löwdin charges for atoms 1 to 6, given in e: atom 1 (C): -0.463, atom 2 (O): -0.440, atom 3 (H): 0.026, atom 4 (H): 0.029, atom 5 (H): 0.024, atom 6 (N): -0.031


Which energy belongs to each record? In order, -30951.8738, -75022.6942, -7246.8685 eV.
Which max |F| belongs to each record? In order, 4.7, 1.7, 1.6 eV/A.